Entry 1:
{"formula": "C16H18N2O5", "method": "ωB97M-V with the def2-TZVPD basis set", "homo_energy_ev": -8.46, "smiles": "CCOC(=O)CC(=O)COc1nc2cc3c(nc2o1)CCCC3", "energy_ev": -30102.320, "orbital_gap_ev": 9.2, "de_lowest_kcal_mol": 9.88, "species": ["C", "C", "O", "C", "O", "C", "C", "O", "C", "O", "C", "N", "C", "C", "C", "C", "N", "C", "O", "C", "C", "C", "C", "H", "H", "H", "H", "H", "H", "H", "H", "H", "H", "H", "H", "H", "H", "H", "H", "H", "H"], "coordinates": [[-5.328, -2.832, 1.234], [-4.759, -2.742, -0.174], [-4.785, -1.393, -0.655], [-3.774, -0.603, -0.316], [-2.827, -0.937, 0.342], [-3.988, 0.790, -0.898], [-3.641, 1.839, 0.131], [-4.464, 2.512, 0.690], [-2.164, 1.937, 0.461], [-1.372, 1.516, -0.639], [-0.170, 1.072, -0.324], [0.376, 1.058, 0.843], [1.621, 0.505, 0.622], [2.698, 0.222, 1.446], [3.805, -0.337, 0.827], [3.797, -0.576, -0.556], [2.775, -0.300, -1.358], [1.732, 0.220, -0.753], [0.565, 0.593, -1.350], [5.035, -1.166, -1.146], [6.272, -0.375, -0.695], [6.259, -0.049, 0.811], [5.071, -0.686, 1.543], [-5.361, -3.872, 1.547], [-4.700, -2.276, 1.927], [-6.334, -2.421, 1.261], [-3.727, -3.106, -0.194], [-5.369, -3.305, -0.883], [-5.026, 0.890, -1.214], [-3.313, 0.895, -1.749], [-1.963, 1.283, 1.321], [-1.907, 2.964, 0.747], [2.673, 0.427, 2.505], [4.957, -1.171, -2.232], [5.125, -2.201, -0.805], [7.163, -0.951, -0.950], [6.311, 0.554, -1.265], [6.198, 1.032, 0.948], [7.186, -0.385, 1.278], [5.194, -1.773, 1.554], [5.039, -0.340, 2.577]], "nbo_charge": [-0.6340, -0.0779, -0.4978, 0.8156, -0.6077, -0.6232, 0.5896, -0.5050, -0.1879, -0.4739, 0.7949, -0.5348, 0.0384, -0.1629, -0.0673, 0.2141, -0.4256, 0.4320, -0.4107, -0.4392, -0.3937, -0.3922, -0.4188, 0.2190, 0.2224, 0.2134, 0.2006, 0.1926, 0.2556, 0.2703, 0.2569, 0.2185, 0.2236, 0.2344, 0.2087, 0.2080, 0.2066, 0.2035, 0.2085, 0.2089, 0.2165]}

***

Entry 2:
{"formula": "C8H24CsNO4P", "method": "ωB97M-V with the def2-TZVPD basis set", "charge": 1, "homo_energy_ev": -7.85, "energy_ev": -28185.980, "orbital_gap_ev": 2.1, "de_lowest_kcal_mol": 0.00, "species": ["C", "C", "O", "N", "P", "C", "C", "O", "H", "H", "H", "H", "H", "H", "H", "H", "H", "H", "H", "O", "H", "H", "H", "C", "C", "O", "C", "C", "H", "H", "H", "H", "H", "H", "H", "H", "H", "H", "Cs"], "coordinates": [[-0.568, 1.608, 1.174], [-1.470, 1.937, 2.362], [-1.019, 2.656, 3.247], [-2.719, 1.311, 2.360], [-3.772, 1.722, 0.753], [-2.537, -0.072, 2.642], [-2.798, -0.482, 4.072], [-2.175, -0.885, 1.796], [0.114, 2.449, 1.045], [-0.032, 0.681, 1.442], [-1.147, 1.408, 0.271], [-2.785, 2.836, 0.520], [-2.921, 0.831, -0.044], [-4.620, 0.596, 1.117], [-4.518, 2.605, 1.610], [-4.564, 2.075, -0.409], [-3.551, -1.276, 4.083], [-3.137, 0.365, 4.671], [-1.866, -0.876, 4.502], [2.581, 1.443, 1.015], [2.656, 1.052, 0.126], [2.959, 2.335, 1.130], [2.817, 0.839, 1.750], [2.513, -1.842, -4.322], [2.696, -0.869, -3.170], [1.569, -0.648, -2.354], [1.021, -1.813, -1.703], [1.989, -2.496, -0.762], [1.681, -1.529, -4.952], [3.417, -1.892, -4.931], [2.304, -2.849, -3.966], [2.917, 0.115, -3.571], [3.567, -1.160, -2.555], [0.643, -2.509, -2.453], [0.159, -1.433, -1.159], [2.863, -2.905, -1.271], [1.485, -3.323, -0.265], [2.336, -1.805, 0.013], [3.913, 1.800, -3.814]], "lowdin_charge": [-0.0867, -0.5727, 0.0400, -0.1766, 0.3610, -0.5418, -0.0066, 0.0157, 0.0502, 0.0610, 0.0210, -0.0455, -0.0611, -0.0485, -0.0522, -0.0912, 0.0847, 0.0790, 0.0807, 0.3327, 0.1723, 0.1980, 0.2049, -0.0437, -0.4398, -0.1747, -0.2247, -0.0605, 0.0986, 0.0878, 0.0858, -0.2223, 0.1177, 0.1225, 0.1330, 0.0746, 0.0968, 0.0628, 1.2682]}

***

Entry 3:
{"formula": "C18H45N7O12Zn2", "method": "ωB97M-V with the def2-TZVPD basis set", "homo_energy_ev": -8.59, "energy_ev": -151213.322, "orbital_gap_ev": 3.9, "de_lowest_kcal_mol": 492.52, "species": ["Zn", "Zn", "C", "O", "O", "O", "C", "O", "O", "O", "C", "O", "N", "N", "H", "H", "H", "H", "C", "O", "N", "N", "H", "H", "H", "H", "C", "O", "C", "C", "N", "C", "C", "O", "C", "H", "H", "H", "H", "H", "H", "H", "H", "H", "H", "H", "H", "H", "H", "H", "C", "C", "C", "O", "C", "N", "H", "H", "H", "H", "H", "H", "H", "H", "H", "H", "H", "C", "C", "C", "O", "C", "N", "H", "H", "H", "H", "H", "H", "H", "H", "H", "H", "H"], "coordinates": [[-1.088, 4.021, -0.676], [-0.446, 0.878, -4.561], [-0.713, -0.138, -0.700], [-1.475, 0.676, -0.114], [-1.014, -0.797, -1.739], [0.028, 0.688, -1.223], [-0.910, 4.938, -4.466], [-0.440, 5.618, -3.554], [-0.225, 4.223, -5.208], [-1.697, 4.158, -3.967], [-4.478, -1.044, 5.351], [-4.770, -1.195, 6.470], [-4.926, -1.749, 4.345], [-3.484, -0.250, 4.948], [-5.791, -2.231, 4.546], [-4.546, -1.404, 3.475], [-3.283, -0.133, 3.965], [-3.079, 0.316, 5.680], [-6.712, -2.008, -1.514], [-7.917, -2.244, -1.489], [-5.732, -2.836, -1.757], [-6.210, -0.850, -1.204], [-5.939, -3.785, -2.032], [-4.796, -2.458, -1.806], [-5.201, -0.826, -1.163], [-6.691, 0.032, -1.300], [5.571, -1.479, 0.529], [6.682, -0.979, 1.224], [6.416, 0.170, 2.025], [6.228, 1.476, 1.249], [7.424, 1.813, 0.425], [6.953, 2.975, -0.400], [8.159, 3.421, -1.174], [8.493, 2.565, -2.282], [9.618, 3.049, -2.986], [5.270, -0.837, -0.299], [4.637, -1.503, 1.090], [5.731, -2.460, 0.082], [7.262, 0.347, 2.689], [5.565, 0.034, 2.693], [6.019, 2.266, 1.970], [5.308, 1.385, 0.671], [7.716, 0.997, -0.093], [6.668, 3.879, 0.138], [6.133, 2.672, -1.050], [8.980, 3.625, -0.488], [7.962, 4.397, -1.617], [9.254, 3.732, -3.754], [10.252, 2.244, -3.357], [10.234, 3.777, -2.459], [0.171, -7.968, -1.693], [0.562, -7.682, -3.097], [1.135, -8.874, -3.922], [2.021, -9.653, -3.121], [2.500, -10.857, -3.807], [-0.446, -6.923, -3.822], [1.034, -8.246, -1.087], [-0.600, -8.738, -1.701], [-0.305, -7.124, -1.193], [1.476, -7.099, -2.986], [1.717, -8.564, -4.790], [0.291, -9.482, -4.246], [1.683, -11.405, -4.277], [3.020, -11.521, -3.116], [3.241, -10.577, -4.555], [0.004, -6.536, -4.640], [-0.636, -6.063, -3.327], [-4.571, 7.497, 3.562], [-4.679, 6.071, 3.004], [-6.111, 5.681, 3.324], [-6.291, 5.608, 4.703], [-7.576, 6.019, 5.133], [-4.459, 6.071, 1.589], [-5.106, 8.323, 3.094], [-3.516, 7.772, 3.561], [-4.808, 7.477, 4.626], [-4.015, 5.355, 3.489], [-6.296, 4.670, 2.960], [-6.751, 6.344, 2.742], [-8.394, 5.373, 4.812], [-7.750, 7.081, 4.961], [-7.672, 5.912, 6.213], [-4.502, 7.027, 1.266], [-5.372, 5.863, 1.211]], "lowdin_charge": [0.4169, 0.3888, -0.7921, 0.1198, 0.0987, 0.1684, -0.9185, 0.1492, 0.1760, 0.1827, -0.8277, 0.0888, 0.1594, 0.1447, 0.1255, 0.1001, 0.0948, 0.1145, -0.7762, 0.0238, 0.1570, 0.1487, 0.1244, 0.1034, 0.0959, 0.1235, -0.1310, -0.1720, -0.2177, -0.2318, -0.0225, -0.2031, -0.2489, -0.1791, -0.1253, 0.0757, 0.0827, 0.0891, 0.1208, 0.1150, 0.1172, 0.0988, 0.1058, 0.1226, 0.1183, 0.1223, 0.1137, 0.0826, 0.0892, 0.0780, -0.0720, -0.4680, -0.1979, -0.2057, -0.0749, 0.0373, 0.0832, 0.0852, 0.0753, 0.1244, 0.1201, 0.1190, 0.0813, 0.0821, 0.0789, 0.0670, 0.0648, -0.0627, -0.4424, -0.2608, -0.1761, -0.1044, 0.0393, 0.0849, 0.0751, 0.0759, 0.1408, 0.1279, 0.1276, 0.0876, 0.0897, 0.0842, 0.0652, 0.0572]}

***

Entry 4:
{"formula": "C33H87N5O9", "method": "ωB97M-V with the def2-TZVPD basis set", "homo_energy_ev": -8.32, "smiles": "CC1(C)CCCC(C)(C)N1O.COC[C@H](C)N.COC[C@H](C)N.COC[C@H](C)N.COC[C@H](C)N.CCO.CCO.CCO.CCO", "energy_ev": -61505.609, "orbital_gap_ev": 8.8, "de_lowest_kcal_mol": 0.00, "species": ["C", "C", "C", "C", "C", "C", "C", "C", "C", "N", "O", "H", "H", "H", "H", "H", "H", "H", "H", "H", "H", "H", "H", "H", "H", "H", "H", "H", "H", "H", "C", "O", "C", "C", "C", "N", "H", "H", "H", "H", "H", "H", "H", "H", "H", "H", "H", "C", "O", "C", "C", "C", "N", "H", "H", "H", "H", "H", "H", "H", "H", "H", "H", "H", "C", "O", "C", "C", "C", "N", "H", "H", "H", "H", "H", "H", "H", "H", "H", "H", "H", "C", "O", "C", "C", "C", "N", "H", "H", "H", "H", "H", "H", "H", "H", "H", "H", "H", "C", "C", "O", "H", "H", "H", "H", "H", "H", "C", "C", "O", "H", "H", "H", "H", "H", "H", "C", "C", "O", "H", "H", "H", "H", "H", "H", "C", "C", "O", "H", "H", "H", "H", "H", "H"], "coordinates": [[-1.564, 1.719, 7.362], [-1.910, 2.574, 6.123], [-1.582, 4.030, 6.398], [-1.073, 2.012, 4.977], [-1.603, 2.322, 3.592], [-3.046, 1.794, 3.535], [-3.958, 2.458, 4.564], [-4.175, 3.932, 4.161], [-5.268, 1.706, 4.533], [-3.345, 2.306, 5.873], [-4.173, 2.960, 6.827], [-1.640, 0.661, 7.118], [-0.543, 1.874, 7.722], [-2.236, 1.972, 8.185], [-1.432, 4.626, 5.494], [-2.339, 4.560, 6.981], [-0.681, 4.151, 7.009], [-0.054, 2.401, 5.084], [-1.011, 0.928, 5.085], [-1.578, 3.388, 3.361], [-1.074, 1.772, 2.812], [-2.995, 0.715, 3.709], [-3.445, 1.963, 2.533], [-5.059, 4.321, 4.676], [-4.318, 4.030, 3.088], [-3.371, 4.554, 4.548], [-6.006, 2.082, 5.241], [-5.109, 0.655, 4.788], [-5.666, 1.741, 3.516], [-4.242, 2.314, 7.536], [0.689, -0.310, -2.866], [0.222, -0.244, -1.522], [0.972, -1.117, -0.691], [0.099, -1.654, 0.415], [-0.276, -0.491, 1.319], [0.825, -2.664, 1.184], [0.314, 0.587, -3.370], [0.243, -1.138, -3.420], [1.780, -0.259, -2.891], [1.430, -1.894, -1.322], [1.849, -0.583, -0.296], [-0.791, -2.111, -0.018], [0.477, 0.303, 1.296], [-0.408, -0.755, 2.369], [-1.196, -0.005, 0.987], [1.405, -2.277, 1.910], [1.372, -3.290, 0.614], [-2.345, 2.783, -4.738], [-1.020, 2.461, -5.052], [-0.305, 3.563, -5.580], [1.162, 3.192, -5.620], [1.798, 3.222, -4.244], [1.831, 4.282, -6.410], [-2.396, 3.680, -4.109], [-2.843, 1.939, -4.267], [-2.909, 3.008, -5.661], [-0.692, 3.835, -6.571], [-0.418, 4.417, -4.898], [1.354, 2.272, -6.177], [1.279, 2.586, -3.526], [1.713, 4.226, -3.821], [2.852, 2.955, -4.317], [1.347, 4.452, -7.282], [2.783, 4.002, -6.608], [4.753, -0.464, -0.026], [4.303, -1.166, 1.121], [3.990, -0.285, 2.172], [3.569, -1.022, 3.422], [2.922, -0.008, 4.395], [4.653, -1.810, 3.996], [5.102, -1.216, -0.720], [5.605, 0.189, 0.227], [3.983, 0.254, -0.335], [4.894, 0.278, 2.460], [3.188, 0.407, 1.884], [2.761, -1.726, 3.216], [2.619, -0.505, 5.315], [2.023, 0.404, 3.925], [3.609, 0.820, 4.587], [5.486, -1.240, 4.134], [4.390, -2.064, 4.944], [-6.093, 0.591, -3.983], [-4.742, 0.329, -3.707], [-4.473, -1.027, -3.433], [-3.117, -1.148, -2.774], [-2.932, -2.551, -2.259], [-3.120, -0.211, -1.623], [-6.668, 0.674, -3.052], [-6.543, -0.182, -4.613], [-6.152, 1.555, -4.489], [-5.243, -1.511, -2.820], [-4.436, -1.550, -4.403], [-2.364, -0.863, -3.518], [-1.882, -2.695, -1.995], [-3.145, -3.282, -3.048], [-3.583, -2.767, -1.416], [-3.452, 0.669, -2.007], [-2.165, -0.028, -1.329], [4.523, -4.231, -1.158], [3.313, -4.982, -0.688], [3.593, -6.365, -0.423], [4.977, -4.584, -2.085], [5.249, -4.253, -0.340], [4.261, -3.180, -1.318], [2.486, -4.978, -1.401], [2.984, -4.546, 0.259], [4.548, -6.467, -0.395], [-0.548, -2.124, 6.255], [-0.663, -2.078, 4.738], [0.103, -3.145, 4.219], [-1.357, -1.570, 6.734], [0.342, -1.592, 6.620], [-0.452, -3.149, 6.605], [-0.289, -1.122, 4.358], [-1.728, -2.174, 4.495], [0.120, -3.135, 3.254], [4.117, -1.571, -4.599], [5.311, -1.112, -3.791], [6.307, -2.122, -3.674], [4.337, -1.754, -5.652], [3.416, -0.724, -4.652], [3.576, -2.403, -4.152], [4.970, -0.810, -2.792], [5.769, -0.199, -4.176], [6.088, -2.678, -2.921], [0.238, -0.881, -6.979], [-0.527, -2.071, -6.436], [0.123, -2.674, -5.326], [0.524, -0.244, -6.138], [-0.437, -0.261, -7.573], [1.135, -1.135, -7.543], [-0.826, -2.820, -7.174], [-1.488, -1.676, -6.079], [0.460, -3.539, -5.570]], "lowdin_charge": [-0.0259, -0.5036, -0.0394, -0.1411, -0.1591, -0.1432, -0.5441, -0.0133, -0.0402, -0.0905, -0.0192, 0.0605, 0.0884, 0.0793, 0.0753, 0.0829, 0.0842, 0.1263, 0.0959, 0.1116, 0.0890, 0.1201, 0.1213, 0.0833, 0.0867, 0.0634, 0.0798, 0.0868, 0.0900, 0.0982, -0.0858, -0.1905, -0.2145, -0.3906, -0.0389, 0.0744, 0.0713, 0.0722, 0.0796, 0.1223, 0.1098, 0.1272, 0.0817, 0.0518, 0.0770, 0.0436, 0.0519, -0.1068, -0.1988, -0.2149, -0.4155, -0.0604, 0.0206, 0.0911, 0.0678, 0.0929, 0.1271, 0.1293, 0.1272, 0.0605, 0.0838, 0.0755, 0.0582, 0.0642, -0.1071, -0.1853, -0.2309, -0.4417, -0.0528, 0.0499, 0.0564, 0.0946, 0.0860, 0.1337, 0.1227, 0.1113, 0.0712, 0.0635, 0.0809, 0.0732, 0.0711, -0.1066, -0.2183, -0.2226, -0.4394, -0.0633, 0.0654, 0.0933, 0.0882, 0.0862, 0.1331, 0.1321, 0.1280, 0.0638, 0.0817, 0.0846, 0.0573, 0.0454, -0.0899, -0.3113, -0.0755, 0.0819, 0.0934, 0.0546, 0.1134, 0.0968, 0.0711, -0.0814, -0.3387, -0.0824, 0.0573, 0.0661, 0.0773, 0.0703, 0.1147, 0.0387, -0.0840, -0.3160, -0.0722, 0.0755, 0.0623, 0.0698, 0.0796, 0.1143, 0.0485, -0.0815, -0.3177, -0.0899, 0.0570, 0.0763, 0.0721, 0.1132, 0.1010, 0.0820]}